No. 1
This record from the OMol25 dataset describes a molecular structure, C38H45AsIN7O5P2Se2W at a distorted geometry. The level of theory is the ωB97M-V functional and the def2-TZVPD basis.

Last column: Mulliken charge in e.
Element x y z (Å)
W 1.249 -0.788 -1.504  1.33
C -1.385 0.172 -5.207  -1.82
C -1.070 0.513 -3.757  2.46
C -2.076 1.499 -3.187  -1.56
O -1.027 -0.705 -2.977  0.22
C 0.353 1.091 -3.703  -0.47
O 0.620 2.152 -4.186  -0.60
O 1.244 0.246 -3.199  -0.71
H -2.400 -0.221 -5.290  0.43
H -0.685 -0.574 -5.589  0.36
H -1.304 1.068 -5.821  0.42
H -3.087 1.089 -3.265  0.42
H -2.035 2.425 -3.758  0.48
H -1.866 1.728 -2.144  0.13
H -1.920 -0.952 -2.712  -0.33
C 4.725 0.446 2.577  -1.05
O 3.552 0.494 1.735  -0.33
C 3.155 -0.559 1.077  0.07
O 2.173 -0.398 0.329  0.79
N 3.800 -1.723 1.254  0.07
N 3.401 -2.878 0.574  -0.52
H 4.860 1.460 2.934  0.25
H 5.596 0.145 1.997  0.43
H 4.558 -0.219 3.425  0.37
H 4.476 -1.802 1.996  0.19
H 2.757 -3.404 1.148  0.23
H 4.225 -3.442 0.417  0.27
Se -3.646 1.984 2.282  -0.26
P -1.600 2.440 2.375  0.92
C -0.743 1.781 3.829  0.38
C -1.469 1.546 4.991  -0.64
C -0.814 1.139 6.147  -0.79
C 0.561 0.958 6.136  -0.63
C 1.285 1.188 4.971  -0.65
C 0.640 1.607 3.818  -0.10
C -1.184 4.186 2.293  0.78
C -1.526 4.896 1.141  -0.31
C -1.288 6.257 1.076  -0.72
C -0.726 6.915 2.164  -0.55
C -0.398 6.214 3.314  -0.73
C -0.625 4.846 3.383  -0.53
C -0.698 1.702 0.980  -0.31
C -0.910 0.496 0.326  -0.36
N -0.066 0.525 -0.739  1.40
N 0.642 1.656 -0.712  -0.32
N 0.293 2.350 0.333  -0.74
P -1.655 -1.093 0.555  0.21
Se -0.086 -2.395 -0.405  -0.44
C -1.979 -1.508 2.251  0.97
C -3.287 -1.690 2.695  -0.33
C -3.505 -2.064 4.014  -0.85
C -2.430 -2.261 4.867  -0.63
C -1.125 -2.082 4.418  -0.76
C -0.895 -1.707 3.107  -0.04
C -3.099 -1.286 -0.501  0.12
C -3.322 -2.474 -1.203  -0.38
C -4.425 -2.579 -2.036  -0.69
C -5.304 -1.510 -2.167  -0.68
C -5.087 -0.335 -1.462  -0.83
C -3.983 -0.213 -0.629  0.07
H -2.544 1.684 4.985  0.43
H -1.379 0.971 7.055  0.46
H 1.072 0.651 7.040  0.42
H 2.362 1.069 4.979  0.45
H 1.210 1.822 2.920  0.53
H -1.982 4.386 0.300  0.35
H -1.548 6.808 0.182  0.42
H -0.549 7.983 2.114  0.39
H 0.030 6.729 4.164  0.43
H -0.369 4.305 4.285  0.40
H -4.123 -1.531 2.027  0.49
H -4.517 -2.202 4.372  0.46
H -2.608 -2.559 5.893  0.44
H -0.293 -2.235 5.093  0.46
H 0.118 -1.565 2.745  0.15
H -2.648 -3.315 -1.092  0.54
H -4.604 -3.500 -2.578  0.50
H -6.165 -1.598 -2.818  0.45
H -5.777 0.495 -1.558  0.51
H -3.812 0.705 -0.082  0.05
I 6.137 2.287 -3.207  0.20
C 5.025 0.616 -2.752  -1.22
C 5.154 -0.643 -3.258  -0.04
N 4.175 -1.392 -2.730  -0.42
N 3.464 -0.699 -1.828  0.12
C 3.955 0.536 -1.865  0.13
H 5.865 -1.055 -3.959  0.51
H 4.205 -2.390 -2.635  0.11
H 3.500 1.330 -1.291  0.50
C -0.374 -3.496 -3.880  -0.99
As 1.313 -2.703 -3.357  0.92
C 2.244 -4.323 -2.805  -1.29
C 2.104 -2.228 -5.068  -1.30
H -0.163 -4.387 -4.464  0.54
H -0.941 -2.788 -4.475  0.19
H -0.937 -3.764 -2.990  0.27
H 2.294 -5.017 -3.639  0.46
H 1.670 -4.781 -2.001  0.35
H 3.254 -4.141 -2.440  0.30
H 1.592 -2.758 -5.865  0.49
H 3.154 -2.503 -5.087  0.44
H 2.006 -1.154 -5.206  0.30

Atoms 1-6, force components in eV/Å:
1.365 -0.062 -1.262
0.004 -0.011 -0.049
0.025 0.024 0.101
-0.030 -0.026 -0.039
0.236 -0.008 -0.191
-0.370 0.130 -0.129

The value obtained for the energy relative to the best compared isomer or geometry (same formula, charge and spin) is 1.821 eV. The value obtained for the HOMO energy (spin up / spin down) is -0.4445 / -0.4445 hartree. Its charge is +2. For the HOMO-LUMO gap (spin up / spin down), the calculation gives 6.1 / 6.1 eV. The value obtained for the lowest unoccupied orbital energy (spin up / spin down) is -0.2188 / -0.2189 Ha.

No. 2
This record from the OMol25 dataset describes a molecular structure, C42H27BrCl5F4N2O2PSr. The level of theory is the ωB97M-V functional and the def2-TZVPD basis.

Last column: Mulliken charge in e.
Element x y z (Å)
Sr -0.545 -0.986 -0.865  2.02
C -5.007 -0.681 0.189  -1.44
C -3.620 -1.280 0.277  0.77
O -2.850 -1.008 -0.729  -0.93
C -3.282 -2.032 1.375  -1.00
C -2.057 -2.703 1.714  0.51
C -2.087 -3.534 2.970  -1.41
N -0.931 -2.614 1.037  0.57
N 0.070 -3.412 1.511  -0.72
C 1.292 -3.187 1.088  -1.14
O 1.549 -2.057 0.255  0.33
C 2.409 -3.990 1.422  1.34
C 3.695 -3.817 0.834  -0.30
C 4.757 -4.622 1.190  -0.73
C 4.618 -5.640 2.141  -0.57
C 3.357 -5.829 2.721  -0.42
C 2.280 -5.039 2.380  -0.83
H -5.347 -0.728 -0.848  0.34
H -4.964 0.374 0.481  0.17
H -5.728 -1.181 0.836  0.43
H -4.065 -2.154 2.112  0.02
H -3.076 -3.523 3.423  0.41
H -1.355 -3.147 3.685  0.25
H -1.784 -4.561 2.756  0.29
H 3.840 -3.058 0.076  0.29
H 5.716 -4.460 0.710  0.36
H 5.458 -6.267 2.414  0.35
H 3.216 -6.613 3.459  0.36
H 1.312 -5.201 2.836  0.40
F -5.321 2.201 3.709  -0.34
C -4.052 2.481 3.251  -0.07
C -3.876 3.554 2.357  0.54
F -4.681 4.649 2.482  -0.31
C -2.817 3.575 1.505  -0.11
F -2.574 4.721 0.808  -0.41
C -1.886 2.507 1.409  -0.39
P -0.927 2.166 -0.061  1.75
C 0.552 3.245 -0.021  0.28
C 0.912 3.969 1.109  -0.69
C 2.082 4.722 1.121  -0.59
C 2.893 4.770 -0.004  -0.48
C 2.540 4.048 -1.137  -0.74
C 1.387 3.278 -1.140  -0.18
C -1.904 2.885 -1.434  0.51
C -2.960 2.103 -1.908  -0.70
C -3.754 2.551 -2.954  -0.52
C -3.496 3.778 -3.551  -0.57
C -2.447 4.559 -3.086  -0.72
C -1.659 4.119 -2.031  -0.25
C -2.020 1.513 2.429  -0.29
Br -0.506 0.367 2.761  -0.15
C -3.073 1.488 3.293  0.39
F -3.173 0.536 4.252  -0.42
H 0.269 3.929 1.981  0.36
H 2.355 5.275 2.012  0.37
H 3.800 5.363 0.003  0.32
H 3.172 4.073 -2.018  0.42
H 1.125 2.702 -2.022  0.33
H -3.148 1.128 -1.466  0.22
H -4.565 1.928 -3.312  0.42
H -4.108 4.123 -4.376  0.35
H -2.243 5.521 -3.542  0.40
H -0.854 4.744 -1.666  0.41
Cl -0.188 0.854 -4.177  -0.19
C 0.529 -0.742 -4.437  1.10
C 0.449 -1.644 -3.399  -1.70
C 1.026 -2.877 -3.636  1.14
Cl 0.961 -4.063 -2.348  -0.17
C 1.649 -3.218 -4.835  -0.64
Cl 2.356 -4.777 -5.076  -0.22
C 1.698 -2.267 -5.856  0.88
Cl 2.461 -2.650 -7.362  -0.24
C 1.132 -1.008 -5.663  -0.61
Cl 1.192 0.174 -6.926  -0.22
C 3.772 1.174 1.585  -0.55
C 3.579 0.944 0.231  -0.39
C 2.864 -0.165 -0.197  -0.10
C 2.331 -1.041 0.742  0.14
C 2.529 -0.830 2.101  -0.72
C 3.250 0.279 2.511  -0.62
H 4.314 2.051 1.916  0.39
H 3.980 1.635 -0.499  0.47
H 2.706 -0.373 -1.251  0.47
H 2.108 -1.536 2.806  0.59
H 3.387 0.459 3.570  0.38

Atoms 1-6, force components in eV/Å:
0.250 0.035 -0.075
0.056 0.069 0.075
0.047 -0.095 -0.095
-0.068 0.012 0.096
-0.125 0.037 -0.019
0.124 -0.144 0.087

The value obtained for the energy relative to the best compared isomer or geometry (same formula, charge and spin) is 0.000 eV. The value obtained for the HOMO energy (spin up / spin down) is 0.0100 / -0.0203 hartree. Its charge is -2. For the HOMO-LUMO gap (spin up / spin down), the calculation gives 3.4 / 4.3 eV. The value obtained for the lowest unoccupied orbital energy (spin up / spin down) is 0.1367 / 0.1367 Ha.

No. 3
This record from the OMol25 dataset describes a molecular structure, C3H5NSSi at a distorted geometry. The level of theory is the ωB97M-V functional and the def2-TZVPD basis.

Last column: Mulliken charge in e.
Element x y z (Å)
C -0.410 1.331 -0.143  -0.01
C 0.706 0.634 0.512  -0.28
C 0.688 -0.867 0.476  -0.38
N -1.409 0.782 -0.694  -0.52
Si -0.951 -0.971 -0.631  0.30
S 2.002 -0.112 -0.503  -0.12
H -0.313 2.459 -0.227  0.33
H 1.069 1.198 1.502  0.34
H -1.892 -1.671 0.385  -0.07
H 0.921 -1.529 1.309  0.45
H -0.412 -1.254 -1.986  -0.05

Atoms 1-6, force components in eV/Å:
-0.323 2.452 -0.937
1.859 0.894 3.610
-1.849 0.316 -1.488
0.676 -1.616 0.125
0.683 0.253 1.910
0.124 0.172 0.046

The value obtained for the energy relative to the best compared isomer or geometry (same formula, charge and spin) is 0.469 eV. The value obtained for the HOMO energy is -0.3226 hartree. For the HOMO-LUMO gap, the calculation gives 9.3 eV. The value obtained for the lowest unoccupied orbital energy is 0.0210 Ha.

No. 4
This record from the OMol25 dataset describes 5 unconnected molecules or ions with the total composition C3H18NO4 at a distorted geometry. The level of theory is the ωB97M-V functional and the def2-TZVPD basis.

Last column: Löwdin spin population.
Element x y z (Å)
C 1.061 -0.842 2.258  0.00
C 0.070 -0.718 1.117  0.00
N 0.317 0.534 0.342  0.00
C 1.026 0.350 -0.954  0.00
H 2.124 -0.734 2.037  0.00
H 0.838 -0.148 3.065  0.00
H 1.003 -1.863 2.643  0.00
H 0.165 -1.627 0.520  0.00
H -0.961 -0.691 1.465  0.00
H 0.762 1.291 0.980  0.00
H -0.522 1.081 0.138  0.00
H 0.333 0.160 -1.763  0.00
H 1.780 -0.426 -0.868  0.00
H 1.503 1.295 -1.209  0.00
H -1.532 -2.345 -1.722  0.00
H -1.583 -1.370 -2.896  0.00
O -1.371 -1.402 -1.943  0.56
H -2.696 2.721 1.261  0.00
H -3.188 1.626 0.311  0.00
O -2.461 1.859 0.897  0.00
H -0.180 -3.152 -3.147  0.00
H 0.730 -2.175 -3.991  0.00
O -0.197 -2.399 -3.765  0.44
H 1.541 2.944 2.322  0.00
H 0.611 3.381 1.155  0.00
O 0.825 2.647 1.745  0.00

Atoms 1-6, force components in eV/Å:
0.021 -0.378 0.720
0.094 -0.180 0.446
0.165 0.544 -0.452
0.538 0.839 0.229
-0.109 0.229 -0.639
-0.104 -0.040 0.050

The value obtained for the energy relative to the best compared isomer or geometry (same formula, charge and spin) is 0.000 eV. The value obtained for the HOMO energy (spin up / spin down) is -0.6626 / -0.6625 hartree. Its charge is +2. Its expectation value of S² is 0.7580. The spin multiplicity is 2. For the HOMO-LUMO gap (spin up / spin down), the calculation gives 10.4 / 3.9 eV. The value obtained for the lowest unoccupied orbital energy (spin up / spin down) is -0.2789 / -0.5190 Ha.